Computed, not measured: a molecular structure, C35H57BaN2O2P2 at a distorted geometry, with ωB97M-V/def2-TZVPD.

E_tot, eV: -63561.8153
Net charge: +1
Highest occupied orbital energy, eV: -7.8
Kohn-Sham gap, eV: 5.178
Energy above the lowest of the compared OMol25 structures with the same formula, charge and spin, kJ/mol: 0.00
F_max, eV/A: 4.0

Positions of all 99 atoms, in Å:
H 6.15 1.01 -1.11
C 3.26 0.09 -4.07
H 3.00 -0.22 -5.09
H -1.84 2.45 0.84
C -1.56 -3.41 -1.65
H -1.71 -1.60 5.99
H 0.84 -1.35 4.09
H -3.47 2.98 1.31
C 1.74 2.51 0.21
H 1.34 3.56 3.88
C 2.24 3.76 0.61
H -3.02 0.11 0.39
H -2.52 -2.98 4.18
H -1.92 -5.53 0.06
H -1.55 -4.61 1.55
H -4.92 4.89 -4.56
C 0.80 0.06 -3.63
C -0.04 -1.98 3.88
C -2.82 3.86 -2.08
N -1.31 0.80 -1.12
H 0.65 -0.35 -4.64
H -3.08 1.03 -4.02
C 3.00 -2.53 1.89
C 2.14 4.14 1.95
C 4.24 0.17 -0.72
C -1.90 1.63 -1.72
H -0.17 -4.22 -3.12
H 3.33 1.19 -4.07
H 3.96 1.63 0.89
C 1.46 3.32 2.82
C -3.64 4.70 -2.83
C -2.53 2.54 1.69
C -2.86 1.17 2.31
N 1.03 1.73 1.04
H 5.80 -1.27 -0.45
H -3.93 -0.67 1.71
H 4.19 -1.99 -0.29
H -4.55 2.56 -5.33
H 5.28 0.47 1.13
C -2.54 -2.10 3.52
C -2.65 2.52 -2.50
H 0.11 -2.49 2.91
C -3.25 2.06 -3.68
H 5.16 0.90 -2.58
C -3.62 0.30 1.29
C 5.13 1.13 -1.50
C -3.70 1.39 3.57
H -0.09 -2.76 4.65
O 3.55 -3.20 2.65
H -1.72 -2.39 -2.05
H -4.52 0.84 0.98
H 4.25 -0.33 -3.85
H -4.07 0.46 4.01
H -0.78 -0.10 5.75
H 1.40 -2.37 -2.39
C 2.17 -1.96 -3.07
H -2.31 4.23 -1.19
H 2.73 4.38 -0.14
H -1.23 -5.43 -2.33
H -2.49 -3.72 -1.16
H -4.58 1.98 3.27
O -0.51 -3.26 -0.64
C -1.12 -5.22 0.74
H 0.82 -4.18 0.61
C -1.17 -4.40 -2.72
H 0.11 1.55 4.30
P -1.25 0.27 2.72
H -3.15 1.96 4.34
C 2.17 -0.41 -3.12
H 3.14 -2.38 -2.75
C -1.61 -0.70 5.37
H 0.38 -5.14 -0.81
C 4.78 -1.27 -0.86
H -2.53 -0.12 5.46
H -3.80 5.73 -2.50
H 0.72 1.15 -3.68
H -2.45 -2.46 2.48
H -0.70 -6.12 1.19
Ba 0.12 -0.93 0.24
H 4.83 2.18 -1.37
H 1.11 2.20 -1.84
C -1.37 -1.18 3.94
H 3.59 -0.05 1.38
H 2.82 2.62 -1.69
H -2.10 3.23 2.43
H 1.95 -2.34 -4.08
H 2.59 5.08 2.28
P 2.44 0.23 -1.34
C -0.02 1.39 3.23
C -0.03 -4.49 -0.02
C 2.01 2.03 -1.24
H -3.52 -1.61 3.63
H 4.85 -1.59 -1.91
H -0.04 -0.31 -3.01
C -4.07 2.91 -4.42
C 4.25 0.58 0.76
C 0.83 2.14 2.35
C -4.27 4.23 -3.99
H -1.89 -4.33 -3.54

These are the Löwdin partial charges, in e, on atoms 1 to 8: H 0.096; C -0.096; H 0.091; H 0.042; C -0.250; H 0.087; H 0.080; H 0.088

***

Computed, not measured: a molecular structure, C12H25N3OP2Tl at a distorted geometry, with ωB97M-V/def2-TZVPD.

Multiplicity: 2
E_tot, eV: -42617.5893
Net charge: +2
Expectation value of S²: 0.787
Highest occupied orbital energy (spin up / spin down), eV: -14.1 / -14.1
Kohn-Sham gap (spin up / spin down), eV: 7.966 / 4.581
Energy above the lowest of the compared OMol25 structures with the same formula, charge and spin, kJ/mol: 9.98
F_max, eV/A: 2.5

Positions of all 44 atoms, in Å:
C -2.83 1.14 1.83
H 0.60 -3.63 1.04
H 4.44 -1.41 -2.30
H -2.58 0.42 -3.36
N -0.64 -1.46 -1.28
N -2.06 0.73 1.09
C 0.67 -2.80 0.31
C 3.66 0.97 -0.91
C -0.62 -2.74 -0.56
H 1.52 -2.99 -0.38
H 3.30 1.45 0.00
H 1.93 2.49 1.18
C 3.40 -1.08 -2.43
H -3.42 2.03 3.57
P -1.31 1.62 -1.62
C 2.91 -0.30 -1.23
H 4.73 0.75 -0.77
H 3.30 -0.43 -3.31
C -4.87 2.40 1.93
P 1.09 1.51 1.86
H -5.26 1.86 1.06
H 0.04 2.14 2.64
H -1.49 -2.83 0.12
H -2.05 -1.95 -2.79
O 1.55 0.10 -1.63
C 1.83 0.04 2.56
H 3.55 1.68 -1.74
C -3.87 1.49 2.73
H -5.70 2.69 2.59
H 2.43 0.23 3.45
H 2.89 -0.94 -0.34
H 2.18 -2.10 2.56
N 0.83 -1.52 1.01
H -4.36 0.55 3.05
H -0.64 -3.59 -1.28
H -4.35 3.30 1.57
C 1.64 -1.27 2.05
C -1.89 0.19 -2.52
H -0.30 2.42 -2.27
Tl -0.11 0.25 0.13
H -2.33 2.43 -0.98
C -1.56 -1.14 -2.21
H 2.75 -1.96 -2.58
H 1.00 -0.71 -1.82

These are the Löwdin partial charges, in e, on atoms 1 to 8: C -0.155; H 0.141; H 0.105; H 0.094; N -0.092; N 0.064; C -0.179; C -0.026